Entry 1:
Here is a single C28H36Cl2N2O molecule from OMol25. Energies are from ωB97M-V/def2-TZVPD.

```
! wB97M-V def2-TZVPD RIJCOSX def2/J DEFGRID3
* xyz 0 1
C 3.628 -1.626 5.650
C 2.116 -1.465 5.754
C 1.494 -1.178 4.391
C -0.028 -1.073 4.452
C -0.613 -0.558 3.135
C -0.496 0.969 3.022
N -0.301 1.436 1.659
C -1.477 1.838 0.921
C -2.347 0.666 0.458
C -3.580 1.169 -0.289
C -4.519 0.032 -0.699
C -4.094 -0.675 -1.988
C -4.497 0.108 -3.231
C 0.978 1.527 1.228
O 1.918 1.261 1.956
C 1.218 1.992 -0.205
C 0.650 1.060 -1.226
C 0.726 -0.316 -1.251
C 1.350 -1.259 -0.331
C 0.696 -2.452 -0.015
C 1.272 -3.373 0.838
C 2.518 -3.106 1.383
Cl 3.249 -4.262 2.441
C 3.184 -1.928 1.085
C 2.601 -1.013 0.231
N 0.031 -0.785 -2.346
C -0.468 0.263 -3.055
C -1.198 0.292 -4.236
C -1.601 1.518 -4.715
C -1.277 2.690 -4.022
Cl -1.831 4.204 -4.666
C -0.540 2.684 -2.860
C -0.117 1.450 -2.363
H 3.875 -2.461 4.998
H 4.065 -1.813 6.628
H 4.075 -0.725 5.236
H 1.884 -0.647 6.440
H 1.680 -2.378 6.167
H 1.913 -0.256 3.984
H 1.759 -1.981 3.701
H -0.325 -0.405 5.265
H -0.444 -2.060 4.672
H -0.069 -1.015 2.306
H -1.659 -0.859 3.058
H 0.377 1.297 3.592
H -1.385 1.453 3.433
H -2.078 2.487 1.570
H -1.186 2.421 0.049
H -2.667 0.088 1.325
H -1.756 0.012 -0.182
H -3.268 1.728 -1.174
H -4.122 1.859 0.363
H -4.566 -0.693 0.117
H -5.527 0.428 -0.840
H -3.012 -0.822 -1.985
H -4.564 -1.660 -2.025
H -4.186 -0.417 -4.131
H -4.034 1.092 -3.238
H -5.577 0.234 -3.264
H 2.302 2.072 -0.322
H 0.804 2.992 -0.346
H -0.286 -2.653 -0.420
H 0.758 -4.289 1.084
H 4.149 -1.727 1.522
H 3.128 -0.105 -0.008
H -0.001 -1.751 -2.625
H -1.444 -0.618 -4.762
H -2.172 1.588 -5.626
H -0.297 3.608 -2.361
*
```

Values from the calculation:
Relative energy (zero: lowest compared OMol25 entry of this formula, charge and spin) (kcal per mole): 0.00
Structure (SMILES): CCCCCCN(CCCCCC)C(=O)Cc1c(-c2ccc(Cl)cc2)[nH]c2ccc(Cl)cc12
Kohn-Sham gap (eV): 8.360

Entry 2:
Here is 4 unconnected molecules or ions with the total composition C28H36ClN3O9Si in a non-equilibrium geometry from OMol25. Energies are from ωB97M-V/def2-TZVPD.

```
! wB97M-V def2-TZVPD RIJCOSX def2/J DEFGRID3
* xyz 0 1
C -1.306 5.791 2.920
C -0.436 4.761 3.861
O 0.695 4.288 3.048
C 1.675 5.351 2.774
C 3.129 4.629 2.377
O 3.076 4.022 1.039
Si 3.118 2.257 1.110
C 2.396 1.648 -0.601
C 1.627 0.203 -0.515
C 0.016 0.445 -0.245
Cl -0.881 -1.148 0.193
C 2.239 1.492 2.643
C 3.264 0.186 3.296
C 2.369 -1.171 3.908
O 3.224 -1.162 2.505
H -2.415 5.913 3.322
H -0.763 6.837 2.950
H -1.262 5.392 1.813
H -0.151 5.183 4.915
H -1.131 3.819 4.050
H 1.281 6.039 1.883
H 1.865 6.077 3.701
H 3.545 3.937 3.224
H 3.896 5.540 2.297
H 4.533 1.806 1.141
H 3.280 1.684 -1.386
H 1.564 2.457 -0.882
H 1.707 -0.278 -1.605
H 2.128 -0.567 0.212
H -0.072 1.181 0.671
H -0.446 0.878 -1.240
H 1.195 1.008 2.436
H 2.257 2.213 3.573
H 4.307 0.519 3.907
H 1.220 -1.067 3.783
H 3.009 -1.274 4.871
O -2.186 1.233 -2.942
N -3.257 1.365 -3.553
O -3.510 2.295 -4.332
C -4.297 0.352 -3.336
C -4.068 -0.697 -2.435
C -5.070 -1.643 -2.215
C -6.287 -1.544 -2.891
C -6.509 -0.504 -3.796
C -5.515 0.450 -4.023
H -3.125 -0.788 -1.900
H -4.904 -2.457 -1.512
H -7.068 -2.281 -2.712
H -7.459 -0.435 -4.322
H -5.704 1.256 -4.728
O 5.279 -0.179 -0.997
N 6.182 0.413 -1.607
O 6.016 1.055 -2.654
C 7.540 0.343 -1.055
C 7.780 -0.404 0.106
C 9.078 -0.486 0.613
C 10.124 0.176 -0.032
C 9.881 0.927 -1.183
C 8.587 1.015 -1.701
H 6.976 -0.925 0.621
H 9.276 -1.069 1.510
H 11.136 0.104 0.363
H 10.701 1.442 -1.679
H 8.414 1.602 -2.600
O -4.211 -5.994 -1.696
N -5.103 -5.527 -0.972
O -4.926 -4.642 -0.122
C -6.461 -6.061 -1.130
C -6.700 -7.088 -2.053
C -7.989 -7.610 -2.181
C -9.028 -7.106 -1.398
C -8.790 -6.075 -0.487
C -7.504 -5.548 -0.348
H -5.901 -7.492 -2.671
H -8.183 -8.412 -2.890
H -10.030 -7.519 -1.497
H -9.606 -5.686 0.118
H -7.334 -4.747 0.369
*
```

Values from the calculation:
Structure (SMILES): CCOCCO[Si@H](CCCCl)C[C@H]1CO1.O=[N+]([O-])c1ccccc1.O=[N+]([O-])c1ccccc1.O=[N+]([O-])c1ccccc1
Kohn-Sham gap (eV): 8.415

Entry 3:
Here is a molecular structure, C28H36CuN4O2P2 in a non-equilibrium geometry from OMol25. Energies are from ωB97M-V/def2-TZVPD.

```
! wB97M-V def2-TZVPD RIJCOSX def2/J DEFGRID3
* xyz 0 2
Cu 0.068 0.095 3.262
C -2.031 1.928 -4.928
C -2.106 0.708 -4.380
C -1.306 -0.510 -4.736
C 0.068 -0.263 -5.403
C 1.012 0.610 -4.620
C 1.088 1.942 -4.648
C 0.291 2.896 -5.497
C -1.086 2.392 -6.000
C 1.523 0.539 4.532
H -2.775 2.679 -4.633
H -2.902 0.514 -3.652
H -1.891 -1.153 -5.421
H -1.163 -1.107 -3.819
H 0.545 -1.249 -5.532
H -0.099 0.129 -6.412
H 1.753 0.055 -4.029
H 1.880 2.435 -4.074
H 0.878 3.186 -6.389
H 0.145 3.827 -4.924
H -1.560 3.239 -6.525
H -0.921 1.620 -6.760
H 0.997 1.308 5.116
H 2.488 0.913 4.159
H 1.614 -0.384 5.125
P 1.629 -0.425 1.819
P -1.311 -0.732 1.763
N 2.655 0.863 1.300
N 2.785 -1.683 2.192
N -2.044 0.534 0.855
N -2.704 -1.630 2.162
C 0.949 -1.007 0.237
C -0.432 -1.669 0.472
C 2.500 2.203 1.681
C 3.404 2.973 0.966
C 4.138 2.086 0.108
C 3.658 0.801 0.324
C 3.676 -1.622 3.278
C 4.373 -2.820 3.349
C 3.903 -3.654 2.288
C 2.926 -2.949 1.607
C -2.255 1.839 1.320
C -2.706 2.618 0.267
C -2.767 1.773 -0.893
C -2.377 0.505 -0.500
C -3.788 -1.923 1.319
C -4.604 -2.846 1.951
C -4.017 -3.139 3.228
C -2.860 -2.396 3.330
H 1.638 -1.699 -0.265
H 0.850 -0.110 -0.402
H -1.002 -1.749 -0.463
H -0.337 -2.687 0.889
H 1.762 2.472 2.421
H 3.527 4.040 1.036
H 4.921 2.356 -0.583
H 3.914 -0.142 -0.131
H 3.700 -0.758 3.918
H 5.130 -3.070 4.080
H 4.238 -4.655 2.051
H 2.309 -3.230 0.770
H -2.063 2.087 2.354
H -2.975 3.660 0.302
H -3.057 2.040 -1.899
H -2.293 -0.408 -1.065
H -3.877 -1.439 0.360
H -5.511 -3.266 1.543
H -4.407 -3.816 3.975
H -2.144 -2.302 4.128
O -2.302 -0.327 6.537
C -1.391 -0.352 5.709
O -1.443 0.141 4.499
H -0.431 -0.839 5.998
*
```

Values from the calculation:
<S²>: 0.76
Kohn-Sham gap (alpha / beta) (eV): 6.769 / 8.204

Entry 4:
Here is a molecular structure, C28H36FNPd from OMol25. Energies are from ωB97M-V/def2-TZVPD.

```
! wB97M-V def2-TZVPD RIJCOSX def2/J DEFGRID3
* xyz 2 1
Pd -0.929 -0.528 1.042
C -0.822 -1.510 3.175
C -2.182 -1.212 3.262
C -2.584 0.058 3.695
C -1.638 1.022 3.999
C -0.281 0.744 3.833
C 0.136 -0.515 3.412
H -0.493 -2.518 2.952
H -2.916 -1.984 3.072
H -3.636 0.277 3.813
H -1.950 1.993 4.358
H 0.451 1.510 4.054
H 1.188 -0.760 3.339
C 0.370 -2.520 -2.394
C 1.103 -2.949 -1.116
C 0.194 -3.422 0.018
C 2.144 -1.921 -0.705
C 3.455 -2.309 -0.826
C 4.516 -1.410 -0.712
C 4.287 -0.073 -0.440
C 3.011 0.428 -0.285
C 2.953 1.818 0.363
C 2.008 1.935 1.554
C 2.830 3.005 -0.600
C 1.887 -0.502 -0.470
N 0.618 -0.024 -0.473
C 0.428 1.063 -1.263
C 1.125 1.171 -2.504
C 0.821 2.165 -3.401
C -0.163 3.100 -3.090
C -0.856 3.044 -1.879
C -0.571 2.034 -1.004
F -1.180 1.996 0.177
H -0.307 -3.312 -2.711
H 1.084 -2.354 -3.203
H -0.207 -1.606 -2.273
H 1.686 -3.825 -1.405
H -0.324 -2.593 0.499
H 0.775 -3.939 0.783
H -0.551 -4.115 -0.371
H 3.671 -3.340 -1.073
H 5.532 -1.769 -0.817
H 5.131 0.585 -0.276
H 3.954 1.906 0.789
H 0.953 1.920 1.289
H 2.198 2.887 2.052
H 2.196 1.140 2.275
H 1.800 3.190 -0.899
H 3.434 2.865 -1.497
H 3.189 3.901 -0.094
H 1.809 0.378 -2.777
H 1.324 2.201 -4.357
H -0.408 3.882 -3.797
H -1.601 3.783 -1.616
C -4.458 -0.788 -1.411
C -3.402 -0.072 -0.547
C -4.067 0.504 0.701
C -2.323 -1.093 -0.283
H -5.227 -0.076 -1.709
H -4.937 -1.588 -0.845
H -4.028 -1.218 -2.316
H -2.989 0.742 -1.153
H -4.518 -0.296 1.293
H -4.864 1.188 0.410
H -3.378 1.060 1.336
H -1.779 -1.370 -1.181
H -2.690 -1.987 0.234
*
```

Values from the calculation:
Relative energy (zero: lowest compared OMol25 entry of this formula, charge and spin) (kcal per mole): 10.89
Kohn-Sham gap (alpha / beta) (eV): 5.453 / 5.574

Entry 5:
Here is a molecular structure, C28H36I2O2P2RuS2 in a non-equilibrium geometry from OMol25. Energies are from ωB97M-V/def2-TZVPD.

```
! wB97M-V def2-TZVPD RIJCOSX def2/J DEFGRID3
* xyz 2 1
Ru 0.248 -0.215 -0.179
C 3.526 3.165 -0.483
C 4.532 2.120 -0.829
C 5.796 2.446 -1.308
C 6.700 1.461 -1.670
C 6.353 0.122 -1.566
C 5.106 -0.231 -1.088
C 4.206 0.764 -0.706
P 2.641 0.206 0.029
C 2.333 -1.368 -0.882
C 1.725 -1.124 -2.144
C 1.453 -2.174 -3.005
C 1.774 -3.469 -2.619
C 2.332 -3.712 -1.373
C 2.600 -2.685 -0.471
C 3.193 -2.966 0.873
C 2.858 0.014 1.811
C 4.099 0.081 2.443
C 4.172 -0.122 3.811
C 3.023 -0.429 4.532
C 1.785 -0.463 3.912
C 1.672 -0.182 2.547
C 0.354 0.029 1.922
H 3.961 4.160 -0.499
H 3.101 2.979 0.507
H 2.708 3.144 -1.216
H 6.071 3.487 -1.407
H 7.673 1.740 -2.047
H 7.052 -0.645 -1.858
H 4.834 -1.273 -1.002
H 1.600 -0.090 -2.493
H 1.003 -1.992 -3.968
H 1.586 -4.293 -3.290
H 2.557 -4.729 -1.090
H 3.530 -3.996 0.929
H 2.460 -2.794 1.665
H 4.050 -2.319 1.066
H 4.990 0.282 1.862
H 5.125 -0.053 4.313
H 3.088 -0.605 5.595
H 0.895 -0.645 4.498
H 0.094 1.106 1.958
H -0.430 -0.575 2.402
I -2.667 0.591 -0.532
C -2.191 2.698 -0.732
I -0.087 2.866 -1.088
H -2.432 3.215 0.195
H -2.727 3.112 -1.582
C -1.591 -5.208 -1.703
C -2.411 -5.656 -0.508
C -2.264 -7.143 -0.229
O -2.074 -4.915 0.706
P -0.840 -4.033 1.073
S -1.082 -3.450 2.979
S -0.779 -2.398 -0.157
O 0.512 -4.829 0.832
C 0.717 -6.116 1.501
C 1.520 -5.909 2.771
C 1.443 -7.025 0.523
H -1.821 -5.850 -2.551
H -0.527 -5.282 -1.478
H -1.824 -4.179 -1.972
H -3.469 -5.418 -0.656
H -1.227 -7.461 -0.272
H -2.824 -7.700 -0.975
H -2.669 -7.392 0.747
H -0.268 -6.528 1.744
H 0.949 -5.361 3.521
H 2.433 -5.365 2.558
H 1.792 -6.879 3.175
H 2.463 -6.685 0.378
H 0.938 -7.048 -0.441
H 1.476 -8.034 0.925
*
```

Values from the calculation:
Relative energy (zero: lowest compared OMol25 entry of this formula, charge and spin) (kcal per mole): 38.10
Kohn-Sham gap (alpha / beta) (eV): 4.166 / 4.496

Entry 6:
Here is a molecular structure, C28H36MoN4O3STe from OMol25. Energies are from ωB97M-V/def2-TZVPD.

```
! wB97M-V def2-TZVPD RIJCOSX def2/J DEFGRID3
* xyz 0 1
Mo 0.088 0.457 -0.054
C 3.083 -2.605 0.579
C 2.543 -1.213 0.722
O 1.304 -1.080 0.424
C 3.334 -0.165 1.133
C 2.883 1.163 1.234
C 3.840 2.183 1.776
N 1.665 1.552 0.887
N 1.427 2.905 1.120
C 0.225 3.213 0.771
O -0.614 2.327 0.310
C -0.266 4.602 0.905
C -1.433 4.979 0.251
C -1.900 6.280 0.361
C -1.210 7.205 1.130
C -0.046 6.829 1.788
C 0.428 5.533 1.676
H 3.378 -2.762 -0.461
H 2.299 -3.323 0.815
H 3.953 -2.770 1.211
H 4.357 -0.367 1.413
H 4.799 1.721 1.994
H 3.433 2.634 2.680
H 3.969 2.995 1.061
H -1.966 4.247 -0.341
H -2.807 6.571 -0.154
H -1.579 8.219 1.218
H 0.492 7.548 2.392
H 1.335 5.227 2.180
C -1.514 -7.161 -0.145
C -2.332 -6.736 1.066
C -2.195 -5.254 1.395
N -2.825 -4.396 0.404
C -2.178 -3.712 -0.552
S -0.538 -3.594 -0.719
N -2.975 -2.967 -1.418
C -4.330 -3.022 -1.720
O -4.886 -2.054 -2.188
C -5.041 -4.320 -1.524
C -6.341 -4.304 -1.027
C -7.034 -5.495 -0.875
C -6.441 -6.694 -1.244
C -5.155 -6.708 -1.766
C -4.451 -5.523 -1.899
H -1.643 -8.224 -0.349
H -0.452 -6.967 0.014
H -1.807 -6.607 -1.037
H -2.025 -7.307 1.946
H -3.391 -6.966 0.907
H -1.150 -4.958 1.461
H -2.669 -5.037 2.356
H -3.830 -4.333 0.436
H -2.470 -2.226 -1.890
H -6.795 -3.355 -0.773
H -8.040 -5.486 -0.477
H -6.987 -7.623 -1.132
H -4.700 -7.642 -2.069
H -3.445 -5.524 -2.304
Te -0.108 0.280 -2.473
C -2.979 0.653 2.334
C -1.778 -0.291 2.180
C -2.168 -1.720 2.583
C -0.624 0.193 3.063
C -1.415 -0.310 0.717
H -3.244 0.752 3.390
H -3.849 0.270 1.797
H -2.739 1.643 1.942
H -2.457 -1.751 3.636
H -1.331 -2.405 2.430
H -3.012 -2.072 1.985
H -0.905 0.116 4.116
H -0.379 1.240 2.864
H 0.274 -0.410 2.909
H -2.149 -0.806 0.081
*
```

Values from the calculation:
Relative energy (zero: lowest compared OMol25 entry of this formula, charge and spin) (kcal per mole): 0.00
Kohn-Sham gap (eV): 7.299